Computed, not measured: a structure of composition C46H58MgN3P3S, with the ωB97M-V functional and the def2-TZVPD basis.

Each line ends with the Löwdin charge.
Positions of all 112 atoms, in Å:
1 Mg -0.56 -0.13 0.25  0.4879
2 C 0.56 -3.04 4.86  -0.1158
3 C -0.01 -2.81 3.46  -0.5103
4 C 0.80 -3.66 2.48  -0.1693
5 P -0.12 -1.10 2.67  1.0815
6 C -1.39 -0.19 3.72  -0.5341
7 C -1.31 -0.29 5.25  -0.1134
8 C -1.34 1.28 3.31  -0.1352
9 C 1.49 -0.30 2.87  -0.3016
10 C 2.22 -0.34 4.06  -0.1070
11 C 3.51 0.15 4.14  -0.1070
12 C 4.11 0.68 3.00  -0.0913
13 C 3.41 0.75 1.82  -0.0522
14 C 2.07 0.29 1.71  -0.3252
15 N 1.32 0.51 0.62  -0.1013
16 C 1.82 0.97 -0.57  -0.3840
17 C 2.83 0.35 -1.30  -0.0414
18 C 3.16 0.80 -2.57  -0.0988
19 C 2.48 1.87 -3.13  -0.0922
20 C 1.49 2.51 -2.41  -0.1245
21 C 1.15 2.08 -1.14  -0.3505
22 P -0.10 2.77 0.00  1.1162
23 C -1.38 3.77 -0.96  -0.5369
24 C -2.12 2.82 -1.89  -0.1239
25 C -1.02 5.07 -1.67  -0.1158
26 C 0.89 4.18 0.77  -0.5156
27 C 1.99 4.78 -0.11  -0.1099
28 C 1.51 3.73 2.09  -0.1119
29 H 0.32 -4.06 5.17  0.0820
30 H 0.15 -2.37 5.60  0.0428
31 H 1.64 -2.94 4.85  0.0716
32 H -1.06 -3.15 3.44  0.1098
33 H 1.82 -3.29 2.43  0.0850
34 H 0.36 -3.61 1.48  -0.0346
35 H 0.82 -4.70 2.81  0.0754
36 H -2.35 -0.61 3.40  0.0999
37 H -0.31 -0.05 5.61  0.0692
38 H -1.60 -1.28 5.59  0.0651
39 H -2.01 0.43 5.68  0.0770
40 H -0.40 1.71 3.64  0.0662
41 H -2.16 1.84 3.78  0.0840
42 H -1.42 1.39 2.23  0.0193
43 H 1.76 -0.75 4.94  0.0789
44 H 4.05 0.11 5.07  0.0930
45 H 5.12 1.04 3.04  0.1041
46 H 3.88 1.19 0.95  0.1052
47 H 3.34 -0.51 -0.87  0.1234
48 H 3.94 0.31 -3.13  0.1058
49 H 2.74 2.21 -4.13  0.1030
50 H 0.99 3.37 -2.84  0.0890
51 H -2.06 4.04 -0.14  0.1029
52 H -1.45 2.39 -2.63  0.0371
53 H -2.92 3.33 -2.42  0.0834
54 H -2.56 1.99 -1.31  0.0572
55 H -0.38 4.89 -2.54  0.0599
56 H -0.52 5.77 -1.01  0.0581
57 H -1.93 5.55 -2.03  0.0774
58 H 0.14 4.94 0.99  0.1005
59 H 2.75 4.03 -0.33  0.0764
60 H 2.47 5.60 0.43  0.0813
61 H 1.61 5.16 -1.05  0.0564
62 H 2.27 2.97 1.92  0.0564
63 H 0.75 3.31 2.75  0.0531
64 H 1.98 4.57 2.60  0.0801
65 C -1.15 0.20 -7.20  -0.0887
66 C -1.32 -1.06 -6.64  -0.0774
67 C -1.13 -1.24 -5.29  -0.0988
68 C -0.77 -0.18 -4.46  -0.3329
69 C -0.57 1.07 -5.04  -0.0939
70 C -0.76 1.26 -6.40  -0.0813
71 P -0.54 -0.39 -2.65  1.1293
72 C 0.11 -2.10 -2.79  -0.3975
73 C 1.38 -2.25 -3.21  -0.0962
74 C 1.95 -3.55 -3.47  -0.0752
75 C 1.25 -4.66 -3.29  -0.0642
76 C -0.17 -4.65 -2.82  -0.2410
77 C -0.73 -3.27 -2.46  -0.5037
78 C -2.24 -0.69 -2.05  -0.4643
79 C -3.33 -0.93 -2.88  -0.0951
80 C -4.57 -1.16 -2.32  -0.0910
81 C -4.71 -1.18 -0.94  -0.0965
82 C -3.61 -0.92 -0.13  -0.1408
83 C -2.36 -0.63 -0.66  -0.2717
84 H -1.32 0.35 -8.26  0.1005
85 H -1.60 -1.90 -7.26  0.1043
86 H -1.25 -2.23 -4.87  0.1034
87 H -0.26 1.90 -4.42  0.0737
88 H -0.60 2.24 -6.83  0.1018
89 H 1.99 -1.37 -3.38  0.0843
90 H 2.97 -3.59 -3.84  0.1054
91 H 1.66 -5.64 -3.49  0.1171
92 H -0.77 -5.17 -3.59  0.1495
93 H -1.77 -3.13 -2.80  0.0973
94 H -3.22 -0.93 -3.95  0.0923
95 H -5.42 -1.35 -2.95  0.0978
96 H -5.67 -1.38 -0.50  0.0962
97 H -3.75 -0.94 0.95  0.0830
98 C 1.87 -5.53 -0.47  -0.0589
99 N 0.61 -6.10 -0.86  -0.1510
100 C 0.02 -7.11 0.01  -0.1346
101 C -1.48 -6.89 -0.17  -0.1677
102 N -1.52 -6.20 -1.44  -0.0011
103 C -0.40 -5.35 -1.47  -0.5845
104 S -0.81 -3.58 -0.65  0.9367
105 H 1.94 -5.39 0.61  0.0712
106 H 2.01 -4.57 -0.95  0.0746
107 H 2.68 -6.20 -0.78  0.0928
108 H 0.34 -6.97 1.05  0.1110
109 H 0.34 -8.10 -0.33  0.1194
110 H -1.88 -6.26 0.64  0.1102
111 H -2.05 -7.82 -0.23  0.1144
112 H -2.40 -5.74 -1.66  0.1295

Output
Kohn-Sham gap in eV: 7.22
Spin multiplicity: 1
DFT total energy in eV: -97260.23293
Max |F| in eV/A: 1.35
Molar mass in g/mol: 802.3

Computed, not measured: a cluster of 4 separate species, C46H59BrClF9O10S in total, with the ωB97M-V functional and the def2-TZVPD basis.

Each line ends with the Löwdin charge.
Positions of all 127 atoms, in Å:
1 C -2.62 -7.13 -1.60  -0.1503
2 C -1.95 -7.62 -0.17  -0.2444
3 C -2.58 -6.91 1.16  -0.3198
4 C -4.19 -7.24 1.17  -0.1115
5 C -2.20 -5.32 1.35  -0.0304
6 C -1.10 -4.63 0.31  0.0648
7 C -0.61 -3.04 0.44  -0.0070
8 C -1.22 -2.07 1.63  -0.0577
9 C -2.33 -2.74 2.66  -0.4132
10 Br -3.07 -1.46 4.07  0.6141
11 C -2.81 -4.34 2.56  -0.0652
12 C -3.90 -4.94 3.67  -0.1769
13 C -3.25 -6.13 4.63  -0.2392
14 C -3.62 -5.87 6.23  -0.5362
15 S -4.36 -7.40 7.07  0.5771
16 C -0.66 -0.53 1.70  -0.2192
17 O -0.42 0.19 2.80  -0.0545
18 C -0.31 0.21 0.24  -0.0127
19 C -0.52 1.82 -0.01  0.0550
20 C -0.16 2.49 -1.46  -0.0928
21 C -0.39 4.11 -1.64  -0.2112
22 C -1.88 4.50 -2.22  -0.6249
23 C -3.06 3.41 -1.87  -0.1626
24 Cl -2.38 6.09 -1.33  0.4942
25 C 0.46 1.52 -2.64  -0.0734
26 C 0.83 2.20 -4.09  -0.1829
27 C 2.46 2.13 -4.34  -0.1951
28 C 3.05 3.65 -4.13  -0.2127
29 C 4.24 3.72 -3.00  -0.2136
30 C 3.67 3.63 -1.46  -0.2123
31 C 3.11 5.07 -0.86  -0.1969
32 C 2.73 4.75 0.74  -0.1629
33 C 1.73 5.89 1.39  -0.1871
34 O 0.58 5.24 2.08  -0.1140
35 C -0.52 6.19 2.32  -0.2890
36 C -2.06 5.63 2.53  -0.0215
37 O -0.37 7.54 2.35  -0.0580
38 C 0.74 -0.11 -2.43  0.0756
39 C 0.32 -0.74 -0.97  -0.0137
40 C 0.51 -2.35 -0.60  -0.1797
41 O 1.53 -3.07 -1.09  -0.0564
42 H -3.64 -6.58 -1.49  0.0774
43 H -1.90 -6.43 -2.24  0.0742
44 H -2.83 -8.08 -2.29  0.0844
45 H -2.02 -8.81 -0.17  0.1211
46 H -0.78 -7.39 -0.27  0.1082
47 H -2.12 -7.48 2.10  0.1428
48 H -4.48 -7.77 2.19  0.0785
49 H -4.41 -8.06 0.33  0.0955
50 H -4.88 -6.30 1.06  0.0883
51 H -0.57 -5.23 -0.57  0.0973
52 H -4.87 -5.39 3.15  0.1140
53 H -4.30 -4.11 4.41  0.0686
54 H -3.68 -7.17 4.28  0.0781
55 H -2.08 -6.17 4.58  0.1204
56 H -2.66 -5.55 6.86  0.0893
57 H -4.40 -5.01 6.39  0.0724
58 H -4.27 -8.52 6.22  -0.1417
59 H -0.95 2.44 0.92  0.1148
60 H 0.39 4.61 -2.38  0.0977
61 H -0.21 4.62 -0.58  0.1015
62 H -1.81 4.71 -3.38  0.1165
63 H -4.07 3.82 -2.33  0.0886
64 H -2.87 2.35 -2.36  0.0925
65 H -3.21 3.28 -0.71  0.0832
66 H 0.34 1.51 -4.93  0.1198
67 H 0.37 3.28 -4.24  0.1051
68 H 2.73 1.67 -5.41  0.1201
69 H 2.95 1.41 -3.54  0.1103
70 H 3.51 3.98 -5.18  0.1165
71 H 2.21 4.42 -3.87  0.0912
72 H 4.99 2.83 -3.22  0.1189
73 H 4.86 4.71 -3.14  0.1100
74 H 4.59 3.32 -0.78  0.1144
75 H 2.86 2.78 -1.35  0.1058
76 H 4.00 5.85 -0.93  0.1202
77 H 2.19 5.50 -1.46  0.0934
78 H 3.76 4.66 1.30  0.1191
79 H 2.19 3.71 0.84  0.1148
80 H 2.37 6.46 2.21  0.1455
81 H 1.40 6.61 0.51  0.1392
82 H -2.40 5.93 3.63  0.0913
83 H -2.77 6.22 1.76  0.0899
84 H -2.18 4.48 2.34  0.0812
85 H 1.22 -0.73 -3.31  0.0885
86 C -4.20 9.10 5.93  -0.0622
87 C -4.07 7.77 6.64  -0.2094
88 O -5.36 7.21 6.91  0.0101
89 C -5.96 6.54 5.87  -0.3231
90 O -5.45 6.40 4.77  0.1373
91 C -7.30 5.96 6.31  -0.4715
92 F -8.05 6.85 7.02  0.1399
93 F -7.15 4.86 7.11  0.1431
94 F -8.08 5.57 5.26  0.1413
95 H -4.83 9.78 6.49  0.0836
96 H -3.21 9.56 5.79  0.0852
97 H -4.66 8.97 4.94  0.0779
98 H -3.58 7.92 7.61  0.1270
99 H -3.45 7.06 6.08  0.1175
100 C 4.52 -3.50 -0.93  -0.0626
101 C 5.34 -2.71 -1.93  -0.2018
102 O 5.64 -1.40 -1.42  0.0125
103 C 6.70 -1.31 -0.56  -0.3245
104 O 7.38 -2.28 -0.21  0.1417
105 C 6.93 0.13 -0.13  -0.4719
106 F 5.78 0.78 0.19  0.1337
107 F 7.51 0.87 -1.12  0.1386
108 F 7.75 0.25 0.95  0.1407
109 H 3.62 -2.94 -0.65  0.0514
110 H 4.23 -4.47 -1.35  0.0848
111 H 5.08 -3.68 -0.01  0.0794
112 H 4.76 -2.57 -2.85  0.1102
113 H 6.26 -3.24 -2.21  0.1261
114 C 4.33 -6.47 -6.05  -0.0625
115 C 4.10 -5.43 -7.13  -0.2095
116 O 3.00 -4.58 -6.79  0.0125
117 C 3.27 -3.55 -5.94  -0.3169
118 O 4.38 -3.33 -5.46  0.1398
119 C 2.02 -2.70 -5.70  -0.4600
120 F 0.91 -3.45 -5.48  0.1460
121 F 1.73 -1.90 -6.77  0.1461
122 F 2.14 -1.86 -4.63  0.1099
123 H 3.41 -7.03 -5.85  0.0846
124 H 5.12 -7.16 -6.34  0.0846
125 H 4.62 -5.99 -5.10  0.0756
126 H 3.84 -5.94 -8.07  0.1273
127 H 5.00 -4.84 -7.33  0.1268

Output
SMILES: CC[C@H](C)c1cc2c(c(Br)c1CCCS)C(=O)c1cc(C[C@@H](C)Cl)c(CCCCCCCCOC(C)=O)cc1C2=O.CCOC(=O)C(F)(F)F.CCOC(=O)C(F)(F)F.CCOC(=O)C(F)(F)F
Kohn-Sham gap in eV: 7.00
Spin multiplicity: 1
DFT total energy in eV: -186965.26077
Max |F| in eV/A: 8.55
Molar mass in g/mol: 1090.4